No. 1
{"formula": "C5H7NO", "method": "wB97M-V/def2-TZVPD", "energy_ev": -8832.8730, "orbital_gap_ev": 10.18, "spin_multiplicity": 1, "symbols": ["O", "C", "C", "C", "C", "C", "N", "H", "H", "H", "H", "H", "H", "H"], "positions_angstrom": [[2.70, -0.65, 1.77], [2.49, 0.05, 0.57], [1.07, 0.24, 0.24], [-0.11, 0.41, 0.01], [-1.53, 0.57, -0.24], [-2.13, -0.11, -1.42], [-2.42, -0.58, -0.07], [2.23, -0.19, 2.47], [2.98, 1.04, 0.58], [2.98, -0.54, -0.21], [-1.96, 1.50, 0.11], [-1.46, -0.69, -2.05], [-2.96, 0.37, -1.92], [-1.88, -1.42, 0.14]]}

***

No. 2
{"formula": "C5H7NO", "method": "wB97M-V/def2-TZVPD", "energy_ev": -8833.7003, "orbital_gap_ev": 9.92, "spin_multiplicity": 1, "symbols": ["C", "C", "C", "C", "O", "C", "N", "H", "H", "H", "H", "H", "H", "H"], "positions_angstrom": [[-0.83, -0.81, 1.15], [-0.19, 0.52, 0.88], [1.00, 0.74, 0.30], [1.89, -0.32, -0.20], [1.64, -1.51, -0.17], [-2.42, 0.75, -2.21], [-1.26, 0.54, -2.12], [-1.11, -1.30, 0.20], [-1.73, -0.69, 1.76], [-0.13, -1.49, 1.64], [-0.76, 1.40, 1.18], [-0.30, 0.37, -1.93], [1.35, 1.76, 0.16], [2.85, 0.03, -0.63]]}

***

No. 3
{"formula": "C5H7NO", "method": "wB97M-V/def2-TZVPD", "energy_ev": -8832.3988, "orbital_gap_ev": [8.28, 8.28], "spin_multiplicity": 1, "symbols": ["C", "C", "C", "C", "N", "C", "O", "H", "H", "H", "H", "H", "H", "H"], "positions_angstrom": [[-0.15, 1.75, -0.21], [0.09, 0.93, 1.07], [1.01, -0.04, 0.73], [0.24, -1.16, 0.35], [0.51, -1.90, -0.83], [-1.01, -0.95, 0.88], [-1.11, 0.31, 1.34], [-0.29, 0.93, -0.97], [0.68, 2.36, -0.57], [-1.10, 2.28, -0.23], [1.98, 0.20, 0.33], [1.31, -1.47, -1.28], [-0.26, -1.71, -1.46], [-1.92, -1.53, 0.84]]}

***

No. 4
{"formula": "C5H7NO", "method": "wB97M-V/def2-TZVPD", "energy_ev": -8832.8294, "orbital_gap_ev": 9.95, "spin_multiplicity": 1, "symbols": ["O", "C", "C", "C", "H", "H", "H", "H", "C", "C", "N", "H", "H", "H"], "positions_angstrom": [[-0.31, 1.82, 0.39], [-0.88, 0.77, 0.26], [-1.73, -0.09, -0.56], [-1.38, -0.45, 0.91], [-2.74, 0.25, -0.79], [-1.28, -0.73, -1.31], [-0.69, -1.28, 1.04], [-2.15, -0.34, 1.67], [1.68, -0.87, -0.64], [2.09, 0.28, -0.16], [2.53, 1.34, 0.27], [1.57, -1.72, 0.03], [1.48, -0.98, -1.69], [1.81, 1.98, 0.59]]}

***

| no. | F_max (eV/A) |
| --- | --- |
| 1 | 0.490 |
| 2 | 1.234 |
| 3 | 0.728 |
| 4 | 0.634 |